w:
Below is one molecule with the formula C5H8ClNO, with properties calculated with ωB97M-V/def2-TZVPD.

Element x y z (Å)
1 H -1.765 -0.766 0.895
2 C -0.206 -0.338 -0.669
3 H -0.540 0.329 1.353
4 H 0.897 -1.425 0.897
5 H -1.224 2.252 1.961
6 C 0.783 -1.391 -0.244
7 C 2.138 -1.064 -0.905
8 C -1.823 2.245 1.028
9 H 2.959 -1.772 -0.747
10 H 0.468 -2.319 -0.594
11 C -1.112 0.114 0.548
12 O -0.345 0.083 -1.790
13 Cl -2.611 3.733 0.377
14 H 2.413 -0.050 -0.468
15 N -1.955 1.261 0.344
16 H 1.923 -0.891 -1.984

Values from the calculation:
total charge: 0
Kohn-Sham gap: 10.532 eV
SMILES: CCC(=O)C/N=C/Cl

x:
Below is one molecule with the formula C5H8ClNO, with properties calculated with ωB97M-V/def2-TZVPD.

Element x y z (Å)
1 H -0.736 -2.045 0.274
2 H -1.266 -0.464 -1.757
3 C 0.803 0.496 0.341
4 H -0.035 1.598 -1.509
5 N -0.021 -0.179 1.307
6 C 1.279 -0.813 -0.387
7 H 1.445 1.466 0.441
8 Cl -2.751 -0.314 0.148
9 O -0.805 2.150 0.228
10 C -1.004 -0.165 -0.666
11 H 1.407 -1.110 -1.425
12 H -0.589 1.795 1.251
13 H 2.057 -1.511 0.188
14 C -0.128 -1.112 0.145
15 C -0.172 1.124 -0.551
16 H 0.516 -0.914 1.972

Values from the calculation:
total charge: 0
Kohn-Sham gap: 10.512 eV

Bottom line: w, by a margin of 59.6 kcal/mol.

w:
Below is C8H10N2OS as an isolated structure, with properties calculated with ωB97M-V/def2-TZVPD.

Element x y z (Å)
1 C -0.985 0.539 0.078
2 C 1.792 -2.674 0.029
3 H 1.494 -3.662 0.116
4 H -1.514 -0.411 -0.007
5 C -3.267 1.376 -0.074
6 S 4.105 1.245 -0.090
7 N 0.262 0.841 -0.037
8 C 3.566 -1.055 0.148
9 C 2.702 0.060 0.017
10 H 4.596 -0.938 0.201
11 H 3.853 -3.211 0.154
12 O 3.560 2.837 0.010
13 N -1.820 1.618 -0.010
14 H 2.851 2.742 0.710
15 H -3.774 2.244 0.419
16 C 3.105 -2.386 0.026
17 H -3.475 0.648 0.564
18 C 1.259 -0.139 -0.005
19 H -0.157 -1.892 -0.156
20 H -3.680 1.268 -1.077
21 H -1.346 2.486 -0.291
22 C 0.918 -1.511 -0.047

Values from the calculation:
total charge: 0
Kohn-Sham gap: 8.210 eV

x:
Below is one molecule with the formula C8H10N2OS, with properties calculated with ωB97M-V/def2-TZVPD.

Element x y z (Å)
1 H 0.007 -2.952 2.010
2 C -1.045 1.821 -0.606
3 C 0.064 -0.832 1.188
4 C 2.076 -1.183 -1.838
5 N 2.914 0.538 -0.266
6 N -0.456 0.534 -0.272
7 O -1.801 -1.503 -0.462
8 H 2.656 -2.146 -1.805
9 H -0.542 2.523 0.034
10 C 0.612 0.311 0.730
11 C -1.021 -0.756 0.084
12 H -2.929 2.671 -0.935
13 H 1.408 -2.321 1.725
14 H -0.678 2.043 -1.721
15 H 1.492 -0.804 -2.624
16 C 2.364 -0.291 -0.977
17 H -2.778 1.979 0.638
18 C 0.526 -1.955 2.051
19 S 2.147 1.209 1.107
20 C -2.545 1.791 -0.350
21 H 0.447 -1.496 3.038
22 H -2.916 0.820 -0.749

Values from the calculation:
total charge: 0
Kohn-Sham gap: 8.305 eV
SMILES: C=C=NSC1=C(C)C(=O)N1CC

Bottom line: w, by a margin of 43.4 kcal/mol.

w:
Below is a 2-piece molecular cluster, C4H8INO3 overall, with properties calculated with ωB97M-V/def2-TZVPD.

Element x y z (Å)
1 O -0.328 -1.732 1.435
2 H -0.405 1.020 -2.632
3 I -2.266 0.752 -0.167
4 H 1.775 0.437 -0.453
5 O -1.150 -2.808 -0.202
6 H 1.289 1.452 -2.653
7 H 0.978 -0.351 -2.484
8 H 1.114 0.800 1.895
9 H 0.121 2.166 1.687
10 C -0.147 0.834 0.212
11 N -0.046 -2.378 0.490
12 H -0.806 -3.249 -1.001
13 C 0.574 0.744 -2.218
14 H -0.809 -0.261 2.605
15 C 0.724 0.767 -0.759
16 C 0.135 1.120 1.661
17 O -0.753 0.687 2.585

Values from the calculation:
total charge: 0
Kohn-Sham gap: 8.555 eV
SMILES: C/C=C(\I)CO.O=NO

x:
Below is one molecule with the formula C4H8INO3, with properties calculated with ωB97M-V/def2-TZVPD.

Element x y z (Å)
1 O 0.174 2.237 0.422
2 H -1.465 -0.626 1.630
3 C 0.640 0.623 -1.726
4 N 1.230 1.595 0.558
5 C 1.336 0.439 -0.358
6 H 0.622 -0.150 -2.387
7 I 3.390 -0.249 -0.113
8 H 0.332 -1.503 0.050
9 H -0.407 0.969 -1.416
10 C 0.301 -0.616 0.676
11 C -1.109 -0.127 0.800
12 H -1.382 0.922 0.923
13 O 0.982 -0.801 1.801
14 H 1.134 0.132 2.108
15 O 1.938 1.599 1.594
16 H -1.540 -0.378 -0.060
17 H 1.215 1.470 -2.237

Values from the calculation:
total charge: 0
Kohn-Sham gap: 9.050 eV
SMILES: C[C@H](O)[C@](C)(I)[N+](=O)[O-]

Bottom line: w, by a margin of 13.2 kcal/mol.

w:
Below is one molecule with the formula CH3ClN2O2, with properties calculated with ωB97M-V/def2-TZVPD.

Element x y z (Å)
1 H 0.757 1.240 1.911
2 Cl -0.952 -2.783 -0.778
3 N 0.205 1.272 1.092
4 H -0.599 0.762 1.233
5 O -1.204 -0.342 -1.426
6 C -0.588 -1.183 -0.877
7 N 0.925 0.614 -0.049
8 O 0.820 -0.696 -0.207
9 H 0.635 1.116 -0.899

Values from the calculation:
total charge: 0
Kohn-Sham gap: 9.898 eV
SMILES: NNOC(=O)Cl

x:
Below is one molecule with the formula CH3ClN2O2, with properties calculated with ωB97M-V/def2-TZVPD.

Element x y z (Å)
1 N 0.565 0.253 0.873
2 H 0.416 0.581 2.729
3 N -0.351 -0.191 0.060
4 Cl 1.176 -1.063 -1.889
5 H 0.463 1.047 -1.171
6 C -0.085 0.129 -1.319
7 O 0.173 -0.182 2.151
8 H -1.012 0.145 -1.934
9 O -1.345 -0.721 0.499

Values from the calculation:
total charge: 0
Kohn-Sham gap: 9.714 eV
SMILES: [O-]/[N+](CCl)=N\O

Bottom line: w, by a margin of 28.1 kcal/mol.